Record 1
42 unconnected molecules or ions with the total composition CH82F3O44S at a distorted geometry, computed with ωB97M-V/def2-TZVPD.

Last column: Mulliken charge in e.
Geometry (Å):
O: 1.10078 -4.52814 -0.23104  -0.3933
O: -3.91229 0.61309 2.65862  -0.7704
H: 2.86047 0.18159 5.13881  0.2504
H: -3.25552 -3.01957 -5.15284  0.2533
H: 0.70355 6.68169 0.59423  0.2900
H: 0.13052 -0.17494 6.14551  0.2862
H: 2.67507 -3.49722 0.35824  0.0148
H: -6.63678 1.77941 -2.12495  0.2647
H: -2.85464 -1.83540 4.57949  0.2314
H: 0.58729 3.07488 2.23067  0.1204
H: -5.00638 0.98551 -3.62576  0.3458
H: -3.21192 -1.60122 -4.62533  0.2341
H: -2.66372 -5.32518 -3.08051  0.3046
F: -0.40201 -1.88875 -0.82303  -0.1488
H: -0.80743 -0.41206 4.21720  0.3030
O: 3.43620 -1.43743 -5.24348  -0.5941
O: -0.20138 0.23295 3.85264  0.5568
O: 3.88145 1.11954 -3.96666  -0.6509
H: -1.86014 3.60814 0.12406  0.0496
H: 3.86585 -2.97091 -2.44200  0.2650
H: -4.78137 2.13385 2.18415  0.4578
O: -1.08280 4.51705 -2.04057  -0.6275
O: -1.27974 -0.19051 -3.37309  -0.5854
O: 2.85973 2.61701 -1.72065  -0.8335
H: -1.94660 -3.42459 1.46113  0.2572
H: -3.41395 -1.96162 -0.16287  0.2328
H: 5.43145 -2.86356 3.16958  0.3280
H: -1.02988 2.59760 5.94925  0.2583
O: -3.75461 2.28589 -0.86733  0.1534
H: -2.03592 -4.34751 2.65784  0.2533
H: -4.06534 -2.48493 -2.76497  0.3671
H: -0.39805 0.24447 2.91594  -0.2743
H: 5.06677 -2.42294 -3.18324  0.2409
O: -1.41427 -3.98272 2.02801  -0.4858
H: 3.70001 0.19791 -4.15084  0.2949
O: -1.42160 0.72553 -1.04193  0.1683
H: 1.86073 5.97199 -0.07597  0.3495
H: 2.15018 -1.48607 3.24599  0.0620
H: 5.95481 -3.64469 0.72461  0.4686
H: 3.93445 2.75453 2.69451  0.3600
H: -0.08843 -0.13939 -4.86170  0.4033
H: 1.33615 -0.31065 -5.34458  0.3675
O: 2.90255 -0.14010 4.23827  -0.6456
H: 3.85514 -1.21663 1.42460  0.4192
O: -4.75427 2.90763 1.62134  -0.6692
O: 4.41127 -0.45696 1.59735  -0.5786
H: 3.10715 -2.33575 -5.21208  0.2759
H: 3.62612 3.98004 0.05960  0.3474
O: 0.81266 3.97694 2.00322  -0.5149
O: -3.59992 4.90431 -1.94023  -0.7780
F: 0.69500 -1.58358 1.03136  0.2384
O: 3.25801 1.89470 0.77516  -0.7389
H: -3.17453 1.52450 -0.87106  -0.2140
H: -6.26766 0.40191 -1.61688  0.2647
H: -1.37720 -5.31689 0.13088  0.2530
H: 5.72429 -3.04536 -0.64637  0.2622
O: 3.15965 -2.81029 0.81600  -0.5717
O: -0.85792 0.78594 1.35040  -0.2571
O: 5.42837 -3.32516 2.33104  -0.7714
H: -4.24620 2.63181 0.85843  0.2445
O: -1.31147 -6.12475 -0.37832  -0.6607
H: -0.16113 -4.91804 4.59843  0.3001
O: 3.28965 4.77512 0.47297  -0.7588
C: 0.43161 -1.06014 -0.18670  -0.3993
H: -0.37748 4.59588 -2.68287  0.2325
O: 0.47480 3.21399 -5.05333  -0.6555
H: -1.49742 0.71810 -3.58108  0.4542
H: -3.51695 0.46713 3.51806  0.2624
O: -1.85148 -4.86076 -2.87846  -0.6397
H: 3.10017 2.19404 -0.89633  0.5516
O: -5.97032 1.09692 -2.20405  -0.6268
H: 0.90489 -0.36556 7.43233  0.2955
H: -4.74014 1.13272 -5.10878  0.2821
O: 3.41871 -5.26829 -2.24650  -0.5742
H: -0.79847 5.05852 -1.30423  0.1447
H: 3.55821 1.09812 1.21286  0.2880
O: -3.32875 -2.55819 0.58082  -0.4774
F: 1.50436 -0.94561 -0.94637  -0.2329
H: -3.28809 5.85761 3.11070  0.2912
H: -3.91989 -1.08265 -2.21329  0.2610
H: -2.01976 2.58305 1.22660  -0.2727
H: -1.97691 3.15729 -3.21842  0.3028
O: -4.39164 0.72985 -4.31350  -0.5377
O: 0.75329 1.56681 -0.41471  0.3540
H: -2.07712 -3.93444 -2.96367  0.3133
H: 2.75958 -2.77260 1.68477  0.5257
H: -3.18024 0.87090 2.09838  0.3680
S: -0.35527 0.67150 -0.04264  0.2260
H: -2.81879 2.43377 -4.24781  0.2963
H: -2.00785 -1.63783 5.81876  0.2501
H: 2.30991 1.78543 0.70174  0.1827
H: 5.12944 2.12139 3.37497  0.2887
H: -4.57469 1.96463 -1.24217  0.2962
H: -0.03226 -3.86969 3.51388  0.1930
O: -1.93313 2.47360 -3.88691  -0.7830
O: 0.33991 -4.14017 4.35326  -0.7175
H: -0.46605 3.05938 -4.96890  0.3968
H: 0.56487 -5.22101 0.15492  0.3224
O: 0.45014 -0.12027 -5.65278  -0.6546
H: -4.20108 -2.93827 0.68475  0.1599
H: 4.23749 -5.57989 -2.63217  0.2761
H: 5.23715 -0.65921 1.15774  0.2335
H: 3.52188 -5.42228 -1.30742  0.3030
O: -2.35778 5.63235 3.10993  -0.6672
H: 2.05575 0.09569 3.85937  0.1891
O: 4.81258 -2.85179 -2.36610  -0.5182
H: 1.91209 2.49784 -1.78407  0.2997
H: 0.46758 -3.91248 -0.60018  0.0063
H: -1.20602 -5.83031 -1.28299  0.4357
H: 3.82954 -1.35617 -6.11235  0.2647
O: 1.90302 -2.38466 3.02768  -0.5943
H: 3.43615 1.29062 -3.13679  0.4370
H: 4.51853 -3.28224 2.03680  0.3860
H: -2.30300 4.84061 2.57479  0.3321
O: -1.72283 3.47809 1.06240  0.0905
H: -1.25541 -0.21854 -2.41660  0.1159
O: -1.14304 2.52100 5.00185  -0.5664
H: 0.87913 2.53279 -4.51601  0.3177
O: -3.31991 -2.51008 -4.34507  -0.6090
H: -0.03142 4.41480 1.89346  0.2170
H: 1.23888 -2.61542 3.67721  0.4850
O: -1.99011 -1.54150 4.86659  -0.5001
H: 2.48077 4.49801 0.90327  0.4167
O: 0.94502 6.21779 -0.20747  -0.6014
O: 6.21079 -3.73410 -0.19338  -0.6898
O: -4.32081 -1.93162 -2.02686  -0.6831
O: 0.01685 -0.37253 7.07518  -0.6460
H: -2.64848 4.84338 -2.02562  0.4316
O: 4.34858 2.64639 3.55068  -0.6311
H: -0.80343 1.65173 4.78910  0.3646
H: -3.85592 4.08456 -1.51751  0.2606

Forces on the atoms, in the same order (eV/Å):
O 0.6 0.2 0.0
O -0.3 -0.6 0.1
H 0.1 0.2 0.1
H 0.1 -0.2 -0.2
H -0.1 0.1 0.2
H 0.1 0.1 -0.4
H -0.4 -0.4 -0.3
H -0.3 0.4 0.0
H -0.2 0.0 -0.3
H -0.2 -0.2 0.1
H -0.3 -0.1 0.5
H 0.2 0.7 0.2
H -0.2 -0.2 0.0
F -0.5 -0.3 0.0
H -0.4 -0.6 0.1
O 0.0 -0.1 0.2
O 0.9 0.0 0.9
O 0.2 -0.1 -0.4
H -0.1 0.1 -0.4
H -0.3 -0.3 0.1
H 0.0 -0.2 0.3
O 0.3 -0.3 -0.1
O 0.0 -1.3 -1.2
O 0.3 0.3 -1.3
H -0.5 0.7 -0.5
H -0.1 0.0 -0.6
H 0.1 0.2 0.2
H 0.0 0.2 0.2
O 0.0 0.2 0.2
H -0.2 -0.1 0.1
H 0.1 -0.1 -0.6
H -0.1 0.3 -0.9
H 0.1 0.3 -0.2
O 0.7 -0.6 0.3
H 0.0 -0.3 -0.2
O -0.2 -0.4 1.3
H 0.8 -0.4 -0.2
H 0.4 0.1 0.3
H 0.2 0.0 0.4
H -0.3 0.1 -0.5
H -0.3 -0.2 0.6
H 0.4 0.0 0.0
O 0.3 -0.3 0.0
H -0.1 -0.4 -0.5
O -0.6 0.7 0.2
O 0.1 0.6 0.5
H -0.2 -0.3 0.1
H 0.0 -0.1 -0.3
O 0.9 0.3 0.1
O -1.3 0.5 -0.2
F -0.3 0.8 -1.5
O 0.1 0.6 0.4
H 0.8 -0.3 -0.2
H 0.0 -0.5 0.1
H -0.3 0.3 0.3
H -0.2 0.0 -0.5
O 1.2 0.1 -0.5
O 0.4 -0.4 -1.6
O 0.4 -0.2 0.7
H 0.1 0.1 -0.5
O 0.1 -0.6 0.5
H 0.0 -0.1 0.1
O 0.3 0.8 0.0
C -0.4 0.6 0.5
H 0.4 0.0 -0.4
O 0.4 0.7 -0.1
H -0.2 0.8 0.1
H 0.2 0.1 0.3
O 0.2 -0.3 0.0
H 0.3 -0.3 0.5
O -0.2 0.2 0.3
H 0.2 0.0 0.1
H -0.1 0.0 -0.3
O -0.5 -0.2 -0.3
H 0.6 0.4 0.5
H 0.7 -0.9 0.2
O 0.3 -0.2 0.7
F 0.3 -0.2 0.5
H -0.2 0.0 -0.1
H 0.2 0.3 -0.4
H 0.1 -0.2 0.2
H 0.1 0.3 0.6
O 0.6 -0.1 -0.6
O -1.5 -1.4 1.2
H 0.0 0.5 -0.1
H -1.1 -0.2 0.6
H 0.5 -0.1 -0.2
S 0.9 1.5 0.2
H -0.4 -0.3 -0.1
H 0.2 0.0 0.5
H -0.7 0.1 -0.1
H 0.1 -0.2 -0.1
H -0.5 -0.2 -0.2
H -0.4 -0.1 -0.7
O 0.0 -0.1 -0.4
O 0.1 -0.1 0.5
H -0.3 -0.3 0.1
H -0.1 -0.4 0.1
O 0.1 0.0 -0.6
H -0.2 -0.1 -0.1
H 0.3 0.1 0.0
H 0.2 -0.1 -0.2
H 0.0 0.1 0.3
O 0.2 0.5 0.3
H -0.6 0.7 0.1
O 0.2 0.3 -0.2
H -0.2 0.1 0.1
H -0.1 0.2 -0.2
H -0.1 0.3 -0.5
H 0.1 0.2 -0.3
O 0.0 -0.2 0.2
H -0.1 0.6 0.6
H -0.5 -0.1 -0.4
H 0.0 -0.5 -0.3
O -0.1 0.4 0.2
H 0.0 0.2 0.1
O -0.4 0.5 0.2
H 0.2 -0.3 0.0
O 0.0 -0.6 -0.3
H -0.3 -0.1 -0.1
H 0.2 -0.2 0.3
O -0.2 -0.1 0.0
H -0.5 -0.5 0.5
O -0.9 0.3 -0.3
O 0.4 -0.4 -0.3
O -0.6 0.3 1.3
O -0.3 -0.1 0.2
H 0.4 0.1 -0.2
O 0.1 0.2 0.6
H 0.3 -0.4 -0.5
H 0.1 -0.2 0.2

Calculated values
LUMO level, eV: 1.08
Maximum force, Eh/bohr: 0.0454
Charge: -1
HOMO level, eV: -7.985
Spin multiplicity: 1
Kohn-Sham gap, eV: 9.1



Record 2
7 unconnected molecules or ions with the total composition C17H48O7 at a distorted geometry, computed with ωB97M-V/def2-TZVPD.

Last column: Mulliken charge in e.
Geometry (Å):
H: 13.04600 5.98180 7.73216  0.4270
H: 14.13147 10.18760 9.73828  0.3873
H: 11.51343 11.86477 11.17539  0.2077
C: 9.56612 7.84872 5.53760  -0.6478
H: 13.81116 11.21818 6.30338  0.1218
C: 12.08914 8.50381 8.72934  -0.5746
H: 18.48913 7.40208 8.77511  0.4342
H: 10.60200 14.71502 9.88833  0.4128
H: 6.81837 6.40420 8.42170  0.3584
H: 11.27788 11.09963 6.96832  0.2218
H: 11.23589 7.88846 8.45277  0.2141
H: 9.16760 5.04653 11.13178  0.4042
O: 7.38319 6.88893 11.23597  -0.5584
C: 13.80708 6.67230 8.07974  -1.4541
H: 10.61391 7.62741 5.77558  0.1359
O: 16.24368 6.97875 11.09628  -0.4476
H: 16.00930 11.35672 9.13309  0.2692
C: 18.62914 6.52482 11.58940  -1.2317
H: 14.73549 8.02232 10.36583  0.1367
H: 7.51885 4.89240 9.05715  0.3291
H: 15.91818 6.40060 11.78587  0.2286
H: 11.74063 9.25656 9.43911  0.1433
H: 10.16368 12.77470 8.54817  0.3873
H: 11.68564 14.64813 8.49997  0.3226
H: 10.91489 13.17820 5.22881  0.3248
H: 12.46903 13.26869 6.08719  0.1568
C: 15.39092 11.69950 9.97132  -0.7564
H: 14.62209 6.11200 8.56807  0.3241
C: 9.42673 6.05323 10.78765  -1.1910
H: 10.35027 5.94506 10.19274  0.1810
H: 14.12579 7.26020 7.22366  0.2702
H: 17.36782 5.62608 10.03900  0.2606
O: 14.08965 11.15265 9.90272  -0.5491
C: 17.47301 6.57743 10.55316  0.3914
H: 12.82364 6.96968 9.97546  0.3379
H: 11.68555 11.05910 4.15019  0.4812
H: 8.50497 7.68072 9.68321  0.0161
H: 18.73737 7.54157 11.94468  0.3207
H: 12.67410 11.75800 9.02882  0.1190
H: 13.29035 9.69241 5.43914  0.1963
H: 6.62393 7.42014 10.99602  0.3315
H: 15.82331 11.39892 10.94625  0.2352
H: 15.29064 12.77185 9.86262  0.3296
H: 19.47915 6.21033 10.93698  0.3149
H: 9.67485 6.64964 11.65123  0.3365
H: 10.19232 11.06687 10.23553  0.2153
H: 12.42333 13.34486 4.32086  0.4284
H: 9.57639 8.00979 4.44553  0.3285
H: 9.89922 12.63089 11.04654  0.4535
C: 10.63750 12.01280 10.51850  -1.1782
H: 12.36197 9.04457 7.81445  -0.2483
H: 8.99629 6.94867 5.70410  0.3115
H: 12.38984 14.30332 10.07352  0.2625
O: 14.22934 8.47357 9.68898  -0.4845
C: 7.68679 5.94820 8.89494  -1.1298
H: 14.09308 11.01456 4.57324  0.4656
O: 9.00709 8.90701 6.24155  -0.5269
C: 11.47085 14.19091 9.48097  -1.4052
H: 16.76272 7.73180 8.89931  0.1717
C: 8.21114 6.69598 10.09594  0.7588
H: 17.89758 8.60213 9.90713  0.2964
H: 9.61148 9.66036 6.16100  0.5532
O: 11.02628 10.81397 6.04299  -0.4840
C: 13.41349 10.75842 5.40125  -1.0627
H: 8.46694 6.05904 8.13399  0.1703
C: 13.24253 7.57643 9.17874  0.7065
C: 11.99511 11.35282 5.16471  0.3736
O: 11.91687 11.95819 8.44589  -0.1980
C: 17.68267 7.62576 9.46273  -1.1648
H: 18.54959 5.72020 12.32114  0.4043
C: 11.02729 12.72500 9.19906  0.5997
C: 11.97177 12.87740 5.19911  -1.2766

Forces on the atoms, in the same order (eV/Å):
H -0.1 -0.2 0.0
H 0.1 0.1 0.2
H -0.3 0.0 -0.3
C 0.6 -0.3 -1.1
H 0.2 -0.4 0.3
C 0.1 -0.6 -1.0
H 0.2 -0.2 0.0
H 0.4 0.1 0.3
H -0.3 0.1 0.3
H -0.2 -0.2 -0.9
H -0.2 -0.1 0.0
H -0.1 0.1 0.0
O -0.8 -0.2 -0.3
C -0.1 0.3 1.0
H 0.0 0.1 0.4
O -1.2 0.3 0.7
H 0.1 -0.1 0.2
C -0.2 -0.6 -2.4
H 0.6 -0.2 0.2
H -0.2 -0.3 0.2
H 0.2 -0.3 0.2
H 0.4 -0.3 0.3
H -0.6 0.2 0.1
H 0.0 0.0 0.3
H 0.3 0.1 0.0
H 0.0 0.0 0.1
C -0.1 -0.6 0.2
H -0.1 0.1 -0.7
C 0.4 -0.5 -0.8
H -0.5 0.2 -0.2
H 0.4 0.0 0.0
H -0.1 -0.5 0.1
O -0.5 0.0 -0.3
C 0.8 0.3 -0.3
H 0.2 -0.3 0.4
H -0.1 -0.1 0.3
H 0.0 -0.1 0.4
H 0.4 -0.1 0.6
H 0.4 -0.3 -0.2
H 0.3 -0.6 0.3
H -0.3 0.1 -0.1
H 0.2 0.5 -0.5
H 0.1 0.3 0.3
H -0.1 0.6 0.7
H 0.1 0.2 0.3
H -0.1 -0.3 0.3
H 0.1 -0.2 0.0
H -0.2 0.1 0.1
H 0.1 -0.3 0.0
C 0.2 0.6 -0.6
H 0.1 0.0 0.1
H -0.3 -0.3 0.2
H -0.5 -0.2 0.2
O 0.1 -0.2 -0.1
C 0.2 0.0 -0.4
H -0.3 -0.1 0.2
O -0.2 0.2 0.4
C 0.0 -0.6 -1.4
H -0.1 -0.1 -0.2
C 1.4 0.7 0.5
H 0.0 0.0 0.1
H 0.1 0.1 -0.1
O 0.4 0.2 1.3
C -0.9 1.2 -0.5
H 0.0 -0.2 0.0
C -1.3 1.4 -0.4
C 0.8 0.2 -1.1
O 0.8 -0.1 0.0
C 0.4 0.3 0.3
H -0.3 0.4 0.3
C -0.5 0.8 1.3
C -0.4 0.1 0.1

Calculated values
SMILES: CC(C)O.CC(C)O.CC(C)O.CC(C)O.CC(C)O.CO.CO
LUMO level, eV: 0.41
Maximum force, Eh/bohr: 0.0485
HOMO level, eV: -9.489
Spin multiplicity: 1
Kohn-Sham gap, eV: 9.9